# 1
ORCA calculation (the ωB97M-V functional and the def2-TZVPD basis) on a 2-piece molecular cluster, C4H10FN2 overall at a distorted geometry.

Properties
E in eV: -9998.9874
Energy above the lowest of the compared OMol25 structures with the same formula, charge and spin in eV: 1.526
LUMO level in eV: -3.481
Total charge: +1
Largest force on an atom in eV Å⁻¹: 4.5
Kohn-Sham gap in eV: 11.1

Cartesian coordinates (Å):
C1 0.1844 0.0118 0.6463
C2 -1.0070 1.7061 -0.6221
C3 -0.0564 -0.3023 -1.7880
C4 1.1741 -1.8426 0.8108
N1 -0.3468 0.4145 -0.5067
N2 0.0978 0.5179 1.8949
F1 1.4472 -1.8267 2.0902
H1 -0.1700 2.4672 -0.8092
H2 -1.7717 1.7129 -1.4512
H3 -1.4842 1.8879 0.2756
H4 -1.0850 -0.5484 -2.2198
H5 0.5216 0.4689 -2.3153
H6 0.4061 -1.2432 -1.5296
H7 0.2326 -2.5339 0.6188
H8 2.0543 -1.9187 0.1560
H9 0.5341 -0.0247 2.6218
H10 -0.7311 1.0534 2.1275


# 2
ORCA calculation (the ωB97M-V functional and the def2-TZVPD basis) on a 2-piece molecular cluster, C4H10FNO3S overall at a distorted geometry.

Properties
E in eV: -25490.3110
Energy above the lowest of the compared OMol25 structures with the same formula, charge and spin in eV: 4.159
LUMO level in eV: 0.400
Largest force on an atom in eV Å⁻¹: 4.3
SMILES: C[S@@](=O)(O)=CO.[H]/N=C/CF
Kohn-Sham gap in eV: 8.5

Cartesian coordinates (Å):
C1 2.7346 -1.3607 0.8520
C2 -2.8199 -0.5639 -0.0424
C3 -2.7720 0.8817 0.2407
C4 1.2711 0.7927 -1.4516
N1 -1.8225 1.3278 0.9116
O1 0.4203 -1.5804 -0.6490
O2 0.5985 0.1157 1.1416
O3 2.1125 1.8266 -1.0082
F1 -4.1248 -0.9939 -0.2307
S1 1.2918 -0.4993 -0.1567
H1 3.3276 -1.8930 0.1219
H2 3.2693 -0.4494 1.0390
H3 2.4706 -1.8288 1.7347
H4 -2.4378 -1.1531 0.7376
H5 -2.3117 -0.8900 -1.0244
H6 -3.7285 1.5155 -0.2242
H7 1.8353 0.1645 -2.2529
H8 -1.9085 2.3020 0.9030
H9 -0.3571 0.4857 0.8738
H10 2.9515 1.8005 -1.5155


# 3
ORCA calculation (the ωB97M-V functional and the def2-TZVPD basis) on C4H10FeO2 as an isolated structure at a distorted geometry.

Properties
E in eV: -42781.1949
Energy above the lowest of the compared OMol25 structures with the same formula, charge and spin in eV: 0.000
LUMO level (alpha / beta) in eV: -4.865 / -5.339
Total charge: +1
2S+1: 6
Largest force on an atom in eV Å⁻¹: 5.6
Kohn-Sham gap (alpha / beta) in eV: 7.1 / 10.0

Cartesian coordinates (Å):
O1 1.7672 1.5384 0.9711
C1 1.4878 0.3653 1.2495
C2 0.0151 0.1770 1.1567
O2 -0.5398 0.9724 0.1586
C3 -1.9275 0.8123 -0.0674
Fe1 0.8303 2.4549 -0.8708
H1 2.0206 -0.1714 2.0540
H2 1.3992 -0.8590 -0.7250
H3 -0.4653 0.2880 2.1441
H4 -0.0815 -0.9395 0.7159
H5 -2.1879 1.4510 -0.9203
H6 -2.1453 -0.2360 -0.3204
H7 -2.4706 1.1703 0.8188
C4 0.7178 -1.5916 -1.3902
H8 -0.1325 -2.1336 -0.9579
H9 0.3135 -0.9645 -2.1945
H10 1.3988 -2.3338 -1.8222